Entry from the OMol25 dataset: C4H6BBrO2S in the gas phase (ωB97M-V with the def2-TZVPD basis set).

Summary:
Highest occupied orbital energy ... -0.297 Eh
SMILES ... OB(O)[C@@]1(Br)CC=CS1
Gap between HOMO and LUMO ... 8.187 eV
LUMO ... 0.10 eV

Geometry (Å):
O  0.806  2.178  0.308
B  -0.443  1.626  0.416
O  -1.549  2.163  0.963
C  -0.559  0.150  -0.078
Br  -2.395  -0.449  -0.337
C  0.228  -0.495  -1.159
C  0.768  -1.885  -0.675
C  0.804  -2.042  0.711
S  0.170  -0.700  1.685
H  0.583  3.087  0.522
H  -1.579  3.061  1.324
H  1.093  -0.019  -1.581
H  -0.367  -0.959  -2.048
H  1.341  -2.695  -1.281
H  1.099  -3.020  1.231